The molecule C12H16N6O3 in a non-equilibrium geometry, computed with ωB97M-V/def2-TZVPD.

```
37
Properties=species:S:1:pos:R:3:forces:R:3:nbo_charge:R:1
C 0.179135 2.907150 0.378636 1.1 0.1 -0.9 0.79
H -4.986801 -1.558689 -0.917075 -0.2 0.5 0.2 0.22
H -2.082495 -1.847225 1.406061 -0.4 0.0 -0.1 0.23
H -0.031908 -3.113302 0.955771 0.0 0.1 -0.3 0.37
N 0.354003 0.434918 -0.290652 -0.6 0.5 0.3 -0.61
N -4.885647 0.612731 -0.513510 -0.7 -1.1 -0.7 -0.51
H 0.101859 0.523143 -1.264130 -0.2 -0.4 0.1 0.41
N 4.347114 -1.210408 0.412893 -0.2 -0.2 1.0 -0.53
C -0.088766 -0.590062 0.485204 1.1 0.1 0.0 0.69
C 2.376885 1.786332 -0.508230 -0.8 -2.3 -1.7 -0.41
H -3.880186 2.367254 0.246884 -0.2 0.3 -0.5 0.22
C -0.823614 -1.706449 -0.262121 -1.7 0.2 0.9 -0.13
C -2.266775 -1.818361 0.322183 0.6 1.3 0.3 -0.42
O 0.690971 3.999913 0.471431 0.0 -0.9 0.0 -0.59
C -4.430965 -0.696940 -0.555339 -0.7 -0.9 0.2 -0.12
O -1.132039 2.785631 0.299724 -1.0 -0.7 0.7 -0.71
H -0.897245 -1.441406 -1.314303 0.2 -0.3 -0.2 0.19
C 1.035968 1.585589 0.241845 0.7 0.9 0.6 -0.18
H 2.264049 1.879199 -1.644727 -0.3 0.1 1.5 0.21
N -2.751903 0.578819 0.107696 -2.0 2.2 1.8 -0.53
H -5.757219 0.884471 -0.988724 0.9 0.2 0.8 0.43
C 3.281225 0.549265 -0.328272 -0.4 1.4 0.7 0.09
O 0.242135 -0.677849 1.668726 -0.8 -0.2 -0.7 -0.66
H -2.741727 -2.718371 0.044188 -0.2 -1.3 -0.4 0.23
H 1.292371 1.398289 1.302924 -0.1 -0.3 -0.5 0.26
H 6.032555 -0.978343 -0.892410 -0.5 0.2 0.1 0.20
H 4.697012 -1.908836 1.084283 -0.4 0.6 -0.9 0.42
H 0.676106 -2.989188 -0.543248 -0.3 -0.4 0.5 0.36
C -3.188190 -0.688744 -0.019059 1.3 -0.9 -1.0 0.11
C 5.059396 -0.598096 -0.565614 0.7 -0.1 -0.2 0.17
N -0.220830 -3.001582 -0.043456 1.0 0.0 -0.6 -0.81
N 4.454386 0.466446 -1.029000 0.2 -0.5 -0.2 -0.46
C -3.861429 1.335118 -0.044221 1.9 0.0 -0.4 0.19
C 3.196588 -0.451529 0.601217 0.1 0.1 -0.2 -0.14
H 2.820103 2.668393 -0.159905 0.9 1.2 0.5 0.25
H -1.503247 1.873665 0.509805 0.5 0.4 -0.7 0.53
H 2.429126 -0.640952 1.344521 0.4 -0.2 -0.1 0.25
```
Forces are in eV/Å.

LUMO level (eV): 0.45
SMILES: N[C@@H](Cc1c[nH]cn1)C(=O)N[C@@H](Cc1c[nH]cn1)C(=O)O
Largest force on an atom (eV/Å): 3.5
Kohn-Sham gap (eV): 9.047
HOMO (Eh): -0.3161
2S+1: 1

=====

A cluster of 9 separate species, H16NO11 in total in a non-equilibrium geometry, computed with ωB97M-V/def2-TZVPD.

```
28
Properties=species:S:1:pos:R:3:forces:R:3:nbo_charge:R:1
H -28.693075 6.152424 -9.732684 -0.8 1.3 -1.7 0.47
H -28.483469 10.057724 -8.505697 0.3 0.1 -0.7 0.50
O -28.252934 5.583941 -9.150303 0.4 -2.1 0.7 -0.93
H -26.832353 10.207479 -7.296242 0.3 -0.2 0.3 0.48
O -27.876634 8.478368 -9.505222 -2.9 1.3 -0.1 -0.55
H -26.469980 6.373876 -9.175621 0.8 -0.2 -0.2 0.48
N -27.619006 8.433471 -10.743865 6.2 -1.6 4.5 0.70
H -27.010330 6.389032 -12.866235 0.3 0.9 1.0 0.49
O -26.992089 9.396445 -11.228291 -2.1 1.4 -2.0 -0.54
H -25.837949 10.249987 -10.405084 1.6 0.6 1.2 0.49
O -24.367318 7.479012 -10.999776 1.0 0.0 -0.1 -0.97
O -25.748787 9.153994 -13.644598 1.8 -0.4 0.0 -0.99
H -25.421062 11.172571 -9.237328 -0.3 0.4 0.6 0.45
H -28.278520 6.074879 -8.350173 0.1 0.5 1.3 0.46
H -24.959776 6.757615 -9.392135 0.1 0.4 -0.4 0.49
H -23.690392 8.024557 -11.431680 -0.7 -0.1 0.2 0.48
H -27.423443 5.020988 -13.287986 0.0 0.1 -0.1 0.46
H -28.870110 10.452835 -7.144987 -0.3 0.2 0.7 0.46
H -26.085504 9.386030 -14.496416 -0.8 0.1 -0.3 0.47
O -26.241772 9.781054 -6.643744 1.0 2.4 -0.6 -0.96
O -27.268568 7.293086 -11.101972 -1.8 -0.9 -2.6 -0.52
H -26.668780 9.002397 -6.409743 -1.0 -2.3 0.5 0.45
O -25.549892 6.182685 -8.908992 -0.7 -0.5 0.8 -1.00
O -27.229561 5.896450 -13.640697 -0.3 -1.0 -1.0 -0.96
H -25.216314 7.690915 -11.389491 -0.2 0.2 -0.3 0.49
O -25.038248 10.574926 -9.864244 -1.0 -0.8 -1.5 -0.97
H -26.378679 9.159507 -12.927153 -0.8 0.3 0.2 0.50
O -28.470791 10.835627 -7.920754 -0.2 -0.2 -0.4 -0.96
```
Forces are in eV/Å.

LUMO level (eV): 2.77
Largest force on an atom (eV/Å): 7.8
Kohn-Sham gap (eV): 9.564
HOMO (Eh): -0.2498
2S+1: 1
Charge: -1

=====

A structure of composition C21H35As2N2O3PtS, computed with ωB97M-V/def2-TZVPD.

```
65
Properties=species:S:1:pos:R:3:forces:R:3:nbo_charge:R:1
S -0.611539 1.720107 -1.620693 0.0 0.0 0.1 2.40
C -0.985301 -2.440928 -2.730455 0.0 0.0 0.0 -0.95
H -1.331015 3.803578 0.204813 0.0 0.0 0.0 0.23
H 0.773216 -0.312661 -4.221175 0.0 0.0 0.0 0.28
N 0.406371 0.091852 2.713944 0.0 0.0 0.0 -0.47
As 2.586901 -1.884664 0.416301 0.1 -0.1 -0.1 1.19
H 4.080389 -4.538406 0.377001 0.0 0.0 0.0 0.22
C 3.467379 -4.502375 -0.515951 0.0 0.0 0.0 -0.20
N 0.723964 0.701227 1.452588 0.0 0.1 0.0 -0.66
C -3.314060 4.402876 -0.362645 0.0 0.0 0.0 -0.17
H 2.748051 -6.358576 -3.253187 0.0 0.0 0.0 0.23
H -1.661468 1.906977 2.112167 0.0 0.0 0.0 0.21
H -2.327701 0.457314 2.867651 0.0 0.0 0.0 0.22
C 2.649717 -3.407436 -0.772271 0.0 0.0 0.0 -0.36
H 1.462033 1.951960 4.279088 0.0 0.0 0.0 0.22
C 4.317995 -1.044742 0.252992 0.0 0.0 0.0 -0.95
H 3.495500 -3.136003 2.396654 0.0 0.0 0.0 0.24
O -0.944817 0.494673 -0.761584 0.0 0.0 0.0 -1.02
H -1.087362 -0.758844 4.702811 0.0 0.0 0.0 0.21
H -2.977719 1.823275 -3.210327 0.0 0.0 0.0 0.24
H -0.018700 2.831193 4.673775 0.0 0.0 0.0 0.23
C 1.909671 -4.436270 -2.817953 0.0 0.0 0.0 -0.13
H 0.026300 1.388119 1.155928 0.0 0.0 0.0 0.41
H -0.167242 -0.717739 2.499391 0.0 0.0 0.0 0.36
C 1.496670 -1.021807 -3.827257 0.0 0.0 0.0 -0.94
H -5.638087 5.633266 -0.220573 0.0 0.0 0.0 0.22
C 1.866860 -3.373526 -1.922886 0.0 0.0 0.0 -0.38
H 1.706420 -1.818692 -4.539124 0.0 0.0 0.0 0.24
H -0.940338 -3.003515 -3.660977 0.0 0.0 0.0 0.24
H 4.394375 -0.583004 -0.728855 0.0 0.0 0.0 0.25
C 0.471577 2.225904 3.912082 0.0 0.0 0.0 -0.63
C -5.606280 5.083496 -1.159560 0.0 0.0 0.0 -0.64
H -1.382115 -3.063098 -1.931628 0.0 0.0 0.0 0.25
C -4.231633 3.304118 -2.283420 0.0 0.0 0.0 -0.21
H 4.129409 -6.418940 -1.204836 0.0 0.0 0.0 0.23
C 2.721707 -5.530236 -2.558158 0.0 0.0 0.0 -0.20
H -1.116137 0.736300 5.633900 0.0 0.0 0.0 0.23
O -0.451574 1.317995 -2.995106 0.1 0.0 0.0 -0.98
H 2.414114 -0.492066 -3.580488 0.0 0.0 0.0 0.25
C 2.566646 -2.602875 2.202754 -0.1 0.0 0.0 -0.96
O 0.486047 2.423889 -0.989717 0.0 0.0 0.0 -0.99
H 0.585744 2.856586 3.027149 0.0 0.0 0.0 0.21
C -1.728438 1.351696 3.050606 0.0 0.0 0.0 -0.64
H 5.102337 -1.790310 0.373952 0.0 0.0 0.0 0.25
C -0.359893 0.979619 3.628657 0.0 0.0 0.0 0.10
H -5.035465 3.178170 -2.998571 0.0 0.0 0.0 0.22
C -4.364755 4.243261 -1.261944 0.0 0.0 0.0 0.01
H -3.394740 5.141869 0.424928 0.0 0.0 0.0 0.21
H 1.592345 1.214195 1.568968 0.0 0.0 0.0 0.40
C -2.160179 3.643698 -0.471995 0.0 0.0 0.0 -0.18
C -0.541759 0.166223 4.904298 0.0 0.0 0.0 -0.61
H 1.721807 -3.281163 2.305159 0.0 0.0 0.0 0.25
Pt 0.789426 -0.555364 -0.241354 -0.2 0.1 -0.1 0.40
C -3.086078 2.538140 -2.406353 0.0 0.0 0.0 -0.15
As 0.762084 -1.814173 -2.233123 0.0 -0.1 0.0 1.20
H 0.424047 -0.087875 5.340528 0.0 0.0 0.0 0.22
C -2.057983 2.707412 -1.489055 0.0 0.0 0.0 -0.39
H 2.448127 -1.779377 2.905021 0.0 0.0 0.0 0.27
H -6.502567 4.466615 -1.227268 0.0 0.0 0.0 0.23
C 3.498544 -5.564095 -1.407644 0.0 0.0 0.0 -0.18
H -2.272823 1.983976 3.752214 0.0 0.0 0.0 0.23
H 1.307673 -4.420876 -3.719149 0.0 0.0 0.0 0.21
H -1.610905 -1.558524 -2.855905 0.0 0.0 0.0 0.27
H 4.421536 -0.279368 1.020642 0.0 0.0 0.0 0.25
H -5.646341 5.807957 -1.974790 0.0 0.0 0.0 0.23
```
Forces are in eV/Å.

LUMO level (eV): -2.53
Largest force on an atom (eV/Å): 0.2
Kohn-Sham gap (eV): 8.823
HOMO (Eh): -0.4171
2S+1: 1
Charge: +1